The ion C3H4Cl2FN4 with charge +1 in a non-equilibrium geometry. Source: the OMol25 dataset; level of theory: ωB97M-V/def2-TZVPD.

XYZ file:
```
14
C3H4Cl2FN4 (ωB97M-V/def2-TZVPD)
F 3.10 -1.14 0.74
N 2.26 0.00 0.65
C 0.93 -0.28 0.39
Cl 0.43 -1.78 1.93
N 0.13 0.77 0.78
C -0.99 0.83 0.24
N -1.44 -0.04 -0.67
C -0.57 -0.97 -1.23
Cl -1.14 -1.96 -2.53
N 0.64 -1.07 -0.75
H 2.69 0.57 1.38
H -1.75 1.61 0.44
H -2.40 -0.07 -0.91
H 1.22 -1.88 -0.69
```

- SMILES: FN[C@@]1(Cl)N=CNC(Cl)=[NH+]1
- Calculated total energy: -1355.61530 Ha
- E_LUMO: -5.89 eV
- Kohn-Sham gap: 8.14 eV
- Net charge: +1

For each atom in turn, the natural (NBO) charge in e is: -0.209 -0.199 0.532 -0.357 -0.404 0.333 -0.554 0.537 0.220 -0.540 0.446 0.239 0.462 0.495